[1]
The following is a quantum chemistry calculation of a molecular structure, C12H14F18KN3O15S6 in a non-equilibrium geometry, from the OMol25 dataset.

HOMO energy = -5.16 eV
total charge = -2
energy above the lowest of the compared OMol25 structures with the same formula, charge and spin = 0.000 eV
maximum force = 1.94 eV/A
calculated total energy = -178106.8327 eV

```
69
Properties=species:S:1:pos:R:3:nbo_charge:R:1
K -23.597 14.869 -18.280 0.904
C -26.127 14.806 -15.224 0.728
F -25.439 13.960 -15.989 -0.314
F -27.305 14.297 -14.876 -0.311
F -25.405 15.013 -14.117 -0.320
S -26.408 16.418 -16.118 2.218
O -27.363 16.118 -17.140 -0.928
O -26.873 17.333 -15.125 -0.931
N -24.909 16.712 -16.736 -1.254
S -24.499 18.212 -16.380 2.222
O -25.388 19.182 -16.954 -0.935
O -24.104 18.382 -15.008 -0.941
C -22.895 18.390 -17.319 0.734
F -21.885 17.844 -16.658 -0.297
F -22.926 17.790 -18.531 -0.328
F -22.703 19.684 -17.504 -0.308
C -16.341 16.548 -16.866 0.721
F -16.038 16.724 -15.590 -0.310
F -16.233 17.707 -17.529 -0.322
F -15.470 15.708 -17.449 -0.326
S -18.059 15.870 -17.034 2.216
O -17.970 14.570 -16.435 -0.949
O -18.864 16.832 -16.343 -0.935
N -18.237 15.940 -18.637 -1.168
S -19.479 15.029 -19.023 2.205
O -19.331 13.606 -18.889 -0.932
O -20.745 15.551 -18.540 -0.974
C -19.562 15.328 -20.851 0.731
F -18.732 14.472 -21.464 -0.325
F -20.792 15.157 -21.288 -0.288
F -19.138 16.561 -21.163 -0.320
C -27.704 12.566 -20.563 0.725
F -28.258 12.655 -21.765 -0.313
F -28.365 13.364 -19.730 -0.308
F -27.808 11.308 -20.118 -0.323
S -25.897 12.953 -20.660 2.214
O -25.357 12.809 -19.344 -0.957
O -25.466 12.027 -21.660 -0.928
N -25.927 14.544 -21.029 -1.174
S -24.817 14.750 -22.151 2.218
O -23.507 14.324 -21.728 -0.967
O -25.188 14.445 -23.500 -0.939
C -24.662 16.598 -22.170 0.727
F -23.663 16.927 -22.984 -0.313
F -25.778 17.172 -22.623 -0.319
F -24.401 17.069 -20.944 -0.315
C -19.499 13.416 -13.498 -0.261
O -20.881 13.093 -13.534 -0.549
C -21.720 14.147 -13.887 -0.095
C -21.816 14.505 -15.359 -0.106
O -22.275 13.502 -16.226 -0.558
C -21.356 12.456 -16.440 -0.101
C -21.826 11.572 -17.564 -0.068
O -22.064 12.370 -18.695 -0.554
C -21.945 11.730 -19.932 -0.248
H -18.983 12.536 -13.117 0.178
H -19.335 14.209 -12.752 0.158
H -19.136 13.743 -14.473 0.209
H -21.464 15.102 -13.396 0.166
H -22.733 13.927 -13.531 0.186
H -20.809 14.835 -15.669 0.185
H -22.372 15.443 -15.446 0.208
H -21.094 11.905 -15.529 0.186
H -20.368 12.856 -16.717 0.201
H -22.668 10.894 -17.366 0.168
H -20.971 10.911 -17.801 0.165
H -22.721 10.967 -20.103 0.164
H -20.957 11.259 -20.016 0.159
H -22.108 12.477 -20.706 0.220
```

=====

[2]
The following is a quantum chemistry calculation of a molecular structure, C12H14F3HgN2O6 in a non-equilibrium geometry, from the OMol25 dataset.

HOMO energy (spin up / spin down) = -8.04 / -8.39 eV
<S²> = 0.7551
multiplicity = 2
energy above the lowest of the compared OMol25 structures with the same formula, charge and spin = 0.658 eV
maximum force = 2.23 eV/A
calculated total energy = -40263.4659 eV

```
38
Properties=species:S:1:pos:R:3:nbo_charge:R:1
Hg 0.645 -1.220 -1.449 0.806
O -3.144 -0.362 1.838 -0.679
C -2.027 -0.711 1.194 0.786
O -2.045 -1.126 0.066 -0.616
C -0.812 -0.500 2.066 -0.170
O 0.356 -0.795 1.361 -0.550
C 1.537 -0.465 2.060 -0.194
C 2.844 -0.719 1.224 0.753
O 3.888 -0.668 1.849 -0.677
O 2.750 -0.911 -0.011 -0.783
H -3.926 -0.488 1.274 0.502
H -0.923 -1.135 2.964 0.207
H -0.833 0.551 2.406 0.204
H 1.628 -1.059 2.978 0.189
H 1.551 0.602 2.336 0.180
F 1.906 6.423 -0.643 -0.315
C 0.705 5.865 -0.469 0.969
F -0.158 6.573 -1.216 -0.320
F 0.351 6.084 0.810 -0.320
C 0.683 4.394 -0.798 -0.105
C -0.513 3.693 -0.689 -0.221
C -0.484 2.331 -0.952 0.033
N 0.617 1.692 -1.309 -0.435
C 1.753 2.357 -1.406 0.053
C 1.842 3.721 -1.155 -0.214
H -1.425 4.195 -0.407 0.234
H -1.377 1.729 -0.864 0.199
H 2.623 1.774 -1.677 0.223
H 2.780 4.248 -1.230 0.243
C -0.634 -6.013 -0.803 -0.710
C -0.917 -4.653 -1.391 0.685
N -2.210 -4.282 -1.432 -0.809
O -0.022 -3.944 -1.805 -0.653
H -1.513 -6.648 -0.802 0.210
H -0.292 -5.861 0.220 0.243
H 0.174 -6.479 -1.359 0.247
H -2.949 -4.851 -1.059 0.395
H -2.430 -3.340 -1.719 0.411
```

=====

[3]
The following is a quantum chemistry calculation of a molecular structure, C12H14F6NO4RuS2 in a non-equilibrium geometry, from the OMol25 dataset.

HOMO energy (spin up / spin down) = -17.48 / -17.47 eV
<S²> = 8.7634
total charge = +2
multiplicity = 6
maximum force = 3.66 eV/A
calculated total energy = -62885.5479 eV

```
40
Properties=species:S:1:pos:R:3:nbo_charge:R:1
Ru 9.348 8.413 10.295 1.722
C 5.533 7.229 12.714 -0.598
C 6.850 6.798 12.057 -0.279
C 6.813 6.578 10.580 -0.624
C 7.988 7.721 12.377 0.081
C 7.799 9.086 12.037 -0.332
C 8.779 10.047 12.161 -0.216
C 10.046 9.724 12.625 0.048
C 11.105 10.775 12.886 -0.662
C 10.211 8.407 13.026 -0.087
C 9.269 7.398 12.889 -0.216
H 4.856 6.377 12.656 0.259
H 5.067 7.993 12.159 0.211
H 5.753 7.609 13.719 0.232
H 7.085 5.877 12.564 0.239
H 6.487 7.505 10.021 0.222
H 6.091 5.755 10.388 0.290
H 7.804 6.176 10.238 0.202
H 6.750 9.472 11.855 0.301
H 8.652 11.071 11.850 0.278
H 11.560 10.969 11.928 0.264
H 11.872 10.352 13.582 0.258
H 10.735 11.650 13.441 0.278
H 11.128 8.105 13.471 0.253
H 9.469 6.325 13.112 0.285
F 9.684 6.651 5.434 -0.281
C 10.540 6.284 6.380 0.830
F 10.056 5.352 7.166 -0.273
F 11.663 6.016 5.858 -0.239
S 10.653 7.851 7.429 2.201
O 9.539 7.613 8.424 -0.993
O 10.653 9.062 6.753 -0.804
N 11.948 7.515 8.249 -1.231
S 12.569 8.223 9.475 2.212
O 11.431 8.552 10.419 -1.015
O 13.486 9.255 9.294 -0.807
C 13.389 6.778 10.433 0.819
F 14.016 7.258 11.471 -0.274
F 14.127 6.160 9.601 -0.256
F 12.447 5.988 10.825 -0.299
```

=====

[4]
The following is a quantum chemistry calculation of a molecular structure, C12H14FIN2Pt in a non-equilibrium geometry, from the OMol25 dataset.

HOMO energy (spin up / spin down) = -16.21 / -16.74 eV
<S²> = 6.0180
total charge = +2
multiplicity = 5
energy above the lowest of the compared OMol25 structures with the same formula, charge and spin = 1.531 eV
maximum force = 6.45 eV/A
calculated total energy = -29691.9410 eV

```
31
Properties=species:S:1:pos:R:3:nbo_charge:R:1
C 0.181 0.822 4.164 -0.592
C 0.276 -0.541 4.106 -0.530
H 1.337 0.934 4.227 0.205
H -0.538 1.177 4.942 0.279
H -0.093 0.956 2.988 0.181
H 0.474 -0.912 2.984 0.119
H 1.134 -0.816 4.730 0.239
H -0.780 -0.812 4.293 0.253
C 0.197 2.549 -0.332 0.083
C 0.148 3.467 -1.357 -0.200
C 0.000 2.972 -2.677 -0.084
C -0.104 1.574 -2.935 -0.162
H 0.309 2.808 0.718 0.251
H 0.212 4.550 -1.164 0.280
H -0.055 3.674 -3.529 0.273
H -0.272 1.154 -3.925 0.255
N 0.129 1.233 -0.654 -0.486
C -0.041 0.685 -1.873 0.147
C -0.192 -0.751 -1.900 0.161
N -0.145 -1.367 -0.684 -0.467
C -0.318 -2.639 -0.326 0.073
C -0.610 -2.984 -2.673 -0.070
C -0.572 -3.539 -1.342 -0.183
H -0.231 -2.879 0.724 0.251
H -0.732 -4.588 -1.153 0.276
C -0.428 -1.617 -2.929 -0.178
H -0.500 -1.157 -3.928 0.259
H -0.810 -3.676 -3.520 0.275
Pt 0.581 -0.139 0.655 1.208
I 2.867 -0.231 1.233 0.454
F -1.424 0.092 1.139 -0.570
```

=====

[5]
The following is a quantum chemistry calculation of a molecular structure, C12H14HfN2PS in a non-equilibrium geometry, from the OMol25 dataset.

HOMO energy (spin up / spin down) = -9.08 / -9.08 eV
total charge = +1
maximum force = 2.46 eV/A
calculated total energy = -37067.7034 eV

```
31
Properties=species:S:1:pos:R:3:nbo_charge:R:1
C 0.152 -0.509 -1.370 -0.411
C -0.866 -1.307 -2.010 -0.366
C -0.528 -2.677 -1.830 -0.298
C 0.684 -2.727 -1.073 -0.310
C 1.119 -1.429 -0.780 -0.362
Hf 0.990 1.664 1.302 1.709
P -1.085 3.140 0.787 -0.090
H 0.225 0.594 -1.370 0.153
H -1.757 -0.921 -2.490 0.211
H -1.070 -3.529 -2.218 0.218
H 2.038 -1.150 -0.247 0.180
H 1.219 -3.640 -0.840 0.213
H -2.270 3.486 1.520 0.108
H -1.742 2.906 -0.494 0.060
H -0.714 4.495 0.430 0.085
N -2.057 -1.018 1.258 -0.725
C -1.240 -0.593 2.236 0.343
N -0.075 0.036 1.966 -0.745
C 0.763 0.014 3.158 0.136
C 1.984 0.858 3.059 -0.682
C 1.979 1.871 4.099 -0.201
C 1.270 1.660 5.276 -0.195
C 0.325 0.646 5.417 -0.176
C -0.011 -0.108 4.299 -0.199
S -1.568 -0.869 3.929 0.453
H -2.777 -1.657 1.591 0.419
H -1.795 -1.008 0.262 0.479
H 2.932 0.424 2.676 0.254
H 2.683 2.710 4.042 0.243
H 1.470 2.290 6.147 0.251
H -0.197 0.431 6.348 0.244
```

=====

[6]
The following is a quantum chemistry calculation of a molecular structure, C12H14I2N2Os in a non-equilibrium geometry, from the OMol25 dataset.

HOMO energy (spin up / spin down) = -15.10 / -16.12 eV
<S²> = 6.0231
total charge = +2
multiplicity = 5
energy above the lowest of the compared OMol25 structures with the same formula, charge and spin = 0.000 eV
maximum force = 9.30 eV/A
calculated total energy = -34299.7867 eV

```
31
Properties=species:S:1:pos:R:3:nbo_charge:R:1
C 2.179 2.847 1.023 -0.648
C 2.301 1.335 0.768 -0.610
H 2.353 3.363 0.074 0.263
H 2.942 3.150 1.742 0.271
H 1.200 3.177 1.406 0.240
H 1.638 1.107 -0.132 0.276
H 3.283 1.003 0.431 0.303
H 2.121 0.724 1.751 0.240
C -2.092 1.737 0.038 0.086
C -3.410 1.465 -0.304 -0.208
C -3.715 0.282 -0.987 -0.089
C -2.679 -0.595 -1.293 -0.184
H -1.788 2.647 0.552 0.233
H -4.178 2.178 -0.020 0.269
H -4.739 0.047 -1.259 0.267
H -2.828 -1.524 -1.839 0.249
N -1.105 0.836 -0.165 -0.512
C -1.380 -0.310 -0.846 0.166
C -0.269 -1.242 -0.889 0.184
N 0.864 -0.762 -0.297 -0.502
C 1.955 -1.563 -0.216 0.083
C 0.720 -3.430 -1.117 -0.083
C 1.881 -2.907 -0.548 -0.212
H 2.868 -1.126 0.189 0.227
H 2.744 -3.533 -0.343 0.270
C -0.349 -2.571 -1.319 -0.183
H -1.287 -2.893 -1.766 0.254
H 0.653 -4.481 -1.385 0.270
Os 0.561 0.736 1.158 0.608
I -0.173 2.019 3.219 0.214
I -0.272 -1.716 2.376 0.258
```